No. 1
DFT (ωB97M-V/def2-TZVPD) results for 2 unconnected molecules or ions with the total composition C3H6N2O in a non-equilibrium geometry.

largest force on an atom = 2.44 eV/A
ΔE to the lowest compared entry with this formula, charge and spin = 35.67 kcal per mole
HOMO energy (alpha / beta) = 1.430 / -3.118 eV
gap between HOMO and LUMO (alpha / beta) = 2.87 / 7.35 eV

ORCA input file:
```
! RIJCOSX wB97M-V def2-TZVPD def2/J DEFGRID3
* xyz -1 2
C 1.4718 -0.7241 -0.0772
C 1.3922 0.0070 1.1093
N 0.5639 1.1246 0.7958
C 0.0661 0.8699 -0.4676
N 0.6456 -0.1905 -1.0429
H 2.0507 -1.5233 -0.5061
H 2.1200 0.1366 1.9055
H -0.0586 1.5660 1.4780
H -0.6888 1.4956 -0.9313
H -3.1081 -0.6681 -1.2238
H -2.6163 -0.2035 0.0852
O -3.0337 -0.9523 -0.3337
*
```

***

No. 2
DFT (ωB97M-V/def2-TZVPD) results for a molecular structure, C4H7O3Pt in a non-equilibrium geometry.

largest force on an atom = 5.94 eV/A
ΔE to the lowest compared entry with this formula, charge and spin = 13.04 kcal per mole
HOMO energy (alpha / beta) = -6.108 / -8.990 eV
gap between HOMO and LUMO (alpha / beta) = 6.71 / 7.82 eV

ORCA input file:
```
! RIJCOSX wB97M-V def2-TZVPD def2/J DEFGRID3
* xyz 0 4
H 2.5691 0.3702 -0.9635
O 0.1294 -0.9395 0.3367
C -0.6682 0.0898 0.4000
O -0.3130 1.2609 0.5235
O -1.9072 -0.2781 0.2029
C -2.8719 0.7356 -0.0927
H -2.9028 1.4715 0.7192
H -2.6213 1.2282 -1.0391
H -3.8284 0.2133 -0.1733
C 1.5489 -0.7214 0.5151
H 1.8815 -1.0278 1.5107
C 2.3278 -1.0150 -0.6561
H 1.8175 -1.5789 -1.4493
H 3.3052 -1.4506 -0.4201
Pt 1.5334 1.6419 0.5861
*
```

***

No. 3
DFT (ωB97M-V/def2-TZVPD) results for a molecular structure, C22H45LaN2OP3Se in a non-equilibrium geometry.

largest force on an atom = 10.03 eV/A
ΔE to the lowest compared entry with this formula, charge and spin = 47.94 kcal per mole
HOMO energy = -15.415 eV
gap between HOMO and LUMO = 3.30 eV

ORCA input file:
```
! RIJCOSX wB97M-V def2-TZVPD def2/J DEFGRID3
* xyz 3 1
La 0.9264 -1.1323 -1.1043
P -0.5525 2.2143 2.4805
P 0.2757 -2.7191 1.2389
P -0.4591 1.3542 -2.1996
H -1.2377 -2.9198 -1.6148
C -0.4835 -2.4831 -2.2914
C 0.8289 -2.9968 -2.3647
H 1.1453 -3.9042 -1.8253
C -0.8105 3.3073 3.9294
C 0.6619 0.9906 3.0781
C 0.4123 3.2046 1.2737
C 0.0699 -4.5225 1.0100
C 1.6801 -2.6404 2.4285
C -1.1686 -2.3808 2.3377
C -1.1943 0.9415 -3.8537
C 0.5917 2.8001 -2.6463
C -1.8664 2.2131 -1.4111
H -0.8931 -1.8725 -3.1134
H 1.4825 -2.7565 -3.2269
H -0.0506 4.0946 4.0278
H -0.8740 2.7372 4.8634
H -1.7916 3.7925 3.8164
H 1.3257 1.3769 3.8676
H 1.2686 0.5959 2.2506
H 0.1268 0.1220 3.4930
H 1.0547 3.9710 1.7516
H -0.3189 3.7278 0.6282
H 1.0172 2.5925 0.5790
H 0.6109 -5.0535 1.8042
H 0.4650 -4.8229 0.0313
H -0.9963 -4.7762 1.0574
H 1.6547 -3.5434 3.0542
H 1.6115 -1.7435 3.0640
H 2.6255 -2.6089 1.8645
H -0.9967 -2.7150 3.3740
H -2.0457 -2.9095 1.9272
H -1.4071 -1.3051 2.3477
H -1.2181 1.8547 -4.4713
H -2.2195 0.5610 -3.7123
H -0.6141 0.1669 -4.3836
H 0.2700 3.2142 -3.6129
H 1.6433 2.4906 -2.7276
H 0.5046 3.5662 -1.8620
H -2.7812 2.0691 -1.9996
H -1.6848 3.2906 -1.2916
H -2.0496 1.7770 -0.4212
C -3.7863 -0.0129 1.0414
C -5.1021 0.0236 1.5205
C -6.0749 -0.6733 0.8128
C -5.7530 -1.2856 -0.4042
C -4.4464 -1.2166 -0.9304
C -3.4412 -0.5859 -0.1907
O -2.7811 0.3245 1.9560
H -2.4851 1.2306 1.8529
H -5.2511 0.4937 2.4846
H -7.0772 -0.7192 1.2220
H -6.5310 -1.8115 -0.9514
H -4.1978 -1.6567 -1.9040
H -2.3936 -0.5905 -0.5321
C 4.3942 -0.0402 1.3390
N 4.1931 0.4729 -0.0045
C 4.3628 1.7856 -0.3950
C 4.1636 1.8413 -1.7364
N 3.8357 0.5644 -2.1543
C 3.5841 0.1737 -3.5368
C 3.8319 -0.2935 -1.0779
Se 3.6533 -2.1554 -1.1091
H 5.1592 0.5654 1.8414
H 4.7037 -1.0899 1.2840
H 3.4631 0.0093 1.9185
H 4.6343 2.5468 0.3101
H 4.2403 2.6579 -2.4334
H 2.5877 0.5229 -3.8670
H 4.3498 0.6215 -4.1910
H 3.6247 -0.9235 -3.6104
*
```

***

No. 4
DFT (ωB97M-V/def2-TZVPD) results for a molecular structure, CH3Br2ClP in a non-equilibrium geometry.

largest force on an atom = 6.62 eV/A
ΔE to the lowest compared entry with this formula, charge and spin = 64.89 kcal per mole
HOMO energy = -14.713 eV
gap between HOMO and LUMO = 8.05 eV

ORCA input file:
```
! RIJCOSX wB97M-V def2-TZVPD def2/J DEFGRID3
* xyz 1 1
C -2.2021 2.9269 0.1033
P -4.2751 -0.7549 -0.8239
Cl -5.4285 0.0995 -2.2364
Br -5.3698 -1.7789 0.6682
Br -3.9257 1.4937 0.9565
H -1.4415 2.3411 -0.4323
H -1.7159 2.9091 1.0912
H -2.7212 3.4956 -0.5294
*
```

***

No. 5
DFT (ωB97M-V/def2-TZVPD) results for 6 unconnected molecules or ions with the total composition C36H90N6O12 in a non-equilibrium geometry.

largest force on an atom = 1.94 eV/A
structure (SMILES) = COCCNCCOC.COCCNCCOC.COCCNCCOC.COCCNCCOC.COCCNCCOC.COCCNCCOC
ΔE to the lowest compared entry with this formula, charge and spin = 264.11 kcal per mole
HOMO energy = -8.468 eV
gap between HOMO and LUMO = 9.02 eV

ORCA input file:
```
! RIJCOSX wB97M-V def2-TZVPD def2/J DEFGRID3
* xyz 0 1
C -2.2301 -1.8014 2.6532
O -1.4875 -2.7705 3.3633
C -0.2500 -2.9479 2.7361
C 0.4840 -4.1466 3.2874
N -0.2102 -5.3633 2.9378
C 0.4289 -6.6058 3.2839
C 1.1422 -6.7279 4.6210
O 2.5267 -6.5165 4.4396
C 3.2655 -6.7742 5.5953
H -3.1482 -1.5136 3.1596
H -2.4299 -2.1418 1.6301
H -1.6346 -0.8819 2.5316
H 0.3989 -2.0683 2.8882
H -0.3115 -3.0945 1.6474
H 0.6466 -4.0658 4.3729
H 1.4801 -4.1655 2.8265
H -1.1997 -5.3642 3.1231
H 1.1770 -6.8670 2.5194
H -0.3200 -7.3954 3.1959
H 0.9649 -7.7536 4.9810
H 0.7474 -6.0449 5.3858
H 4.3120 -6.5120 5.4166
H 3.2924 -7.8516 5.8141
H 2.9401 -6.1854 6.4596
C 5.5827 0.3441 1.7674
O 4.1874 0.1428 1.6089
C 3.7427 -1.1547 1.9237
C 4.3802 -2.2919 1.1412
N 3.6942 -3.5103 1.4755
C 4.2202 -4.7178 0.8855
C 3.2815 -5.9214 1.0214
O 2.2708 -6.0536 0.0620
C 1.3561 -4.9879 0.0070
H 5.7481 1.4102 1.6242
H 6.1009 -0.0912 0.9035
H 5.9329 -0.0655 2.7149
H 2.6675 -1.1754 1.7601
H 4.0600 -1.3460 2.9610
H 5.4548 -2.3627 1.3324
H 4.3550 -2.0434 0.0555
H 2.7057 -3.4167 1.2845
H 5.1337 -5.0276 1.4043
H 4.4885 -4.6573 -0.1834
H 2.9119 -6.0403 2.0501
H 3.9409 -6.7847 0.8857
H 1.8018 -4.1037 -0.4702
H 0.9938 -4.7287 1.0131
H 0.4995 -5.2796 -0.5966
C 1.9802 5.2322 -1.9922
O 3.0300 4.3795 -1.5832
C 2.6050 3.0648 -1.3275
C 1.9466 2.9239 0.0460
N 1.6306 1.5557 0.4220
C 0.6762 0.8361 -0.4265
C 0.3620 -0.5266 0.1732
O -0.8329 -1.0997 -0.2646
C -0.8349 -1.4388 -1.6330
H 2.4480 6.0714 -2.5097
H 1.5368 5.7308 -1.1165
H 1.1996 4.7765 -2.6024
H 3.5115 2.4576 -1.2605
H 1.9343 2.6984 -2.1070
H 1.0390 3.5270 0.1610
H 2.6122 3.2877 0.8341
H 2.4169 0.9382 0.5880
H 1.0987 0.7024 -1.4338
H -0.2420 1.4275 -0.5261
H 0.4108 -0.5136 1.2609
H 1.1965 -1.1880 -0.1435
H 0.1624 -1.4512 -2.0797
H -1.3161 -0.6178 -2.2013
H -1.4803 -2.2957 -1.8031
C -4.6420 3.2743 3.8627
O -3.2593 3.5128 3.7711
C -2.4735 2.3506 3.6944
C -1.2058 2.6580 2.9033
N -0.2279 1.5914 3.0508
C 0.4257 1.5275 4.3457
C 1.7072 0.7094 4.2593
O 2.5911 1.1995 5.2520
C 3.7532 0.4110 5.4048
H -5.1283 3.3520 2.8832
H -5.0670 4.0356 4.5197
H -4.8803 2.2894 4.2744
H -3.0193 1.5593 3.1685
H -2.1988 1.9972 4.6934
H -0.8132 3.5942 3.3527
H -1.4029 2.8583 1.8513
H 0.4981 1.6957 2.3435
H -0.2078 1.0648 5.1105
H 0.6258 2.5444 4.7236
H 2.1510 0.8616 3.2643
H 1.4877 -0.3502 4.4281
H 3.5325 -0.6628 5.4109
H 4.2032 0.7159 6.3448
H 4.4325 0.5988 4.5626
C -10.8921 -1.4822 -4.3455
O -10.1347 -0.3054 -4.1793
C -8.8787 -0.5670 -3.5880
C -8.1978 0.7689 -3.4520
N -6.8072 0.6677 -3.0458
C -6.6726 0.1258 -1.6773
C -5.2592 0.1186 -1.1660
O -4.9371 1.2971 -0.4839
C -3.5906 1.3640 -0.0942
H -11.9142 -1.1921 -4.5844
H -10.9326 -2.0333 -3.3966
H -10.4979 -2.1288 -5.1340
H -8.2348 -1.1890 -4.2233
H -9.0662 -1.0610 -2.6273
H -8.7868 1.4550 -2.8256
H -8.2238 1.1877 -4.4622
H -6.4008 1.5955 -2.9958
H -7.1262 -0.8656 -1.6572
H -7.3131 0.6798 -0.9626
H -4.5433 -0.0979 -1.9716
H -5.1850 -0.7939 -0.5438
H -3.0290 2.1835 -0.5466
H -3.0159 0.4597 -0.3593
H -3.4876 1.3507 0.9943
C 4.8107 7.5939 -6.5487
O 3.7498 6.6888 -6.5091
C 2.8314 6.9315 -5.4581
C 1.7375 5.9091 -5.6097
N 2.2910 4.5604 -5.4946
C 1.2445 3.5566 -5.6841
C 1.6914 2.2201 -5.1138
O 0.5800 1.3387 -5.1333
C 0.9554 0.0048 -4.9257
H 5.4483 7.5101 -5.6492
H 4.4818 8.6440 -6.5276
H 5.4418 7.4250 -7.4152
H 2.3954 7.9343 -5.5440
H 3.3615 6.7954 -4.5089
H 1.2320 6.0826 -6.5724
H 0.9739 6.0637 -4.8418
H 2.9046 4.4779 -6.3013
H 0.9115 3.4208 -6.7185
H 0.3725 3.8398 -5.0833
H 2.0718 2.3185 -4.0937
H 2.4957 1.7980 -5.7359
H 1.6473 -0.3732 -5.6891
H 0.0588 -0.6063 -5.0482
H 1.3690 -0.1163 -3.9177
*
```

***

No. 6
DFT (ωB97M-V/def2-TZVPD) results for C16H14N2O4 in the gas phase in a non-equilibrium geometry.

largest force on an atom = 1.26 eV/A
structure (SMILES) = CC(=O)Nc1ccc(C(=O)Nc2ccc3c(c2)OCO3)cc1
ΔE to the lowest compared entry with this formula, charge and spin = 0.00 kcal per mole
HOMO energy = -7.843 eV
gap between HOMO and LUMO = 8.24 eV

ORCA input file:
```
! RIJCOSX wB97M-V def2-TZVPD def2/J DEFGRID3
* xyz 0 1
C -3.9326 3.5759 2.8508
C -2.7833 4.4481 3.2843
O -2.9178 5.3905 4.0326
N -1.5405 4.1827 2.7702
C -1.0661 3.1934 1.9111
C -0.0508 3.5325 1.0134
C 0.4657 2.5912 0.1512
C 0.0082 1.2750 0.1762
C 0.6005 0.3172 -0.8036
O 1.0021 0.6828 -1.8886
N 0.6559 -0.9696 -0.3465
C 1.1329 -2.1145 -0.9906
C 1.1457 -3.3022 -0.2635
C 1.5941 -4.4964 -0.8177
C 2.0273 -4.4579 -2.1200
C 2.0153 -3.2689 -2.8516
C 1.5751 -2.0834 -2.3191
O 2.4934 -3.5080 -4.1102
C 2.8107 -4.8824 -4.1520
O 2.5145 -5.4718 -2.9041
C -0.9936 0.9337 1.0789
C -1.5238 1.8773 1.9388
H -4.0308 2.7288 3.5268
H -4.8440 4.1645 2.9237
H -3.8014 3.2178 1.8337
H -0.8767 4.9222 2.9734
H 0.3205 4.5467 0.9931
H 1.2342 2.8559 -0.5587
H 0.3602 -1.1241 0.6069
H 0.7993 -3.3015 0.7597
H 1.6020 -5.4119 -0.2513
H 1.5718 -1.1710 -2.8876
H 2.2192 -5.3737 -4.9414
H 3.8831 -5.0070 -4.3733
H -1.3941 -0.0700 1.1065
H -2.2762 1.5779 2.6486
*
```

***

No. 7
DFT (ωB97M-V/def2-TZVPD) results for C3H5N3S in the gas phase in a non-equilibrium geometry.

largest force on an atom = 1.01 eV/A
structure (SMILES) = Cc1n[nH]c(S)n1
ΔE to the lowest compared entry with this formula, charge and spin = 8.21 kcal per mole
HOMO energy = -8.972 eV
gap between HOMO and LUMO = 9.68 eV

ORCA input file:
```
! RIJCOSX wB97M-V def2-TZVPD def2/J DEFGRID3
* xyz 0 1
C -2.0376 -0.5703 -0.0013
C -0.6673 0.0272 0.0012
N -0.4452 1.3239 -0.0014
N 0.9003 1.3958 0.0020
C 1.4324 0.1528 0.0022
S 3.1585 -0.1555 0.0001
N 0.4582 -0.7506 -0.0018
H -2.6228 -0.2661 -0.8930
H -1.9372 -1.6685 0.0063
H -2.5911 -0.2664 0.9021
H 1.3656 2.2764 -0.0089
H 2.9860 -1.4988 -0.0074
*
```

***

No. 8
DFT (ωB97M-V/def2-TZVPD) results for C2H4N4O in the gas phase in a non-equilibrium geometry.

largest force on an atom = 4.86 eV/A
structure (SMILES) = [H]/N=c1/[nH]nc(N)o1
ΔE to the lowest compared entry with this formula, charge and spin = 35.80 kcal per mole
HOMO energy = -8.531 eV
gap between HOMO and LUMO = 9.19 eV

ORCA input file:
```
! RIJCOSX wB97M-V def2-TZVPD def2/J DEFGRID3
* xyz 0 1
H -1.1873 2.0645 1.4994
N -0.2294 2.1129 1.2522
C 0.1334 1.0167 0.5985
N 1.3042 0.4654 0.1948
N 1.1293 -0.8314 -0.3649
C -0.1448 -0.9367 -0.4463
N -0.9801 -1.7345 -1.2263
O -0.8470 0.1252 0.0848
H 2.1133 0.5037 0.7509
H -0.6162 -2.4879 -1.7922
H -2.0333 -1.6496 -1.0402
*
```